No. 1
Molecular formula: C39H78F8N2O25S8
Method: DFT, the ωB97M-V functional and the def2-TZVPD basis

## Properties
Relative energy (zero: lowest compared OMol25 entry of this formula, charge and spin) = 43.5535 eV
Spin multiplicity = 1
Orbital gap = 8.1 eV
HOMO energy = -0.3092 Eh
E_tot = -204241.04696 eV

Positions of all 160 atoms, in Å:
O -1.482 0.955 2.549
S -0.990 1.036 3.886
O -0.379 -0.121 4.500
O -0.057 2.407 4.157
C 0.578 2.436 5.373
C 1.515 3.639 5.479
C -2.379 1.558 4.961
H 1.211 1.550 5.416
H -0.069 2.303 6.240
H 1.801 3.647 6.531
H 1.016 4.604 5.396
H 2.432 3.563 4.895
H -2.411 2.647 4.937
H -2.119 1.230 5.968
H -3.333 1.213 4.562
O -5.113 0.075 1.470
S -4.213 0.967 0.631
O -4.640 1.389 -0.689
O -3.818 2.311 1.454
C -3.951 2.303 2.901
C -5.454 2.827 3.193
C -2.429 0.261 0.587
H -3.149 2.856 3.390
H -3.743 1.282 3.220
H -5.700 3.766 2.698
H -5.554 3.051 4.255
H -6.260 2.105 3.058
H -2.512 -0.763 0.223
H -2.114 0.170 1.627
H -1.766 0.942 0.056
O -4.926 0.599 -2.562
S -3.883 -0.192 -1.944
O -4.168 -1.078 -0.807
O -3.090 -1.085 -3.131
C -2.526 -0.407 -4.244
C -2.158 -1.501 -5.293
C -2.469 0.990 -1.544
H -1.616 0.115 -3.948
H -3.241 0.308 -4.650
H -3.097 -1.910 -5.667
H -1.563 -2.311 -4.872
H -1.558 -1.182 -6.146
H -1.722 0.309 -1.137
H -2.887 1.671 -0.803
H -2.298 1.438 -2.523
O 3.116 1.080 -1.568
S 2.994 2.448 -1.139
O 3.819 2.933 -0.062
O 3.243 3.429 -2.444
C 2.578 3.149 -3.656
C 3.109 4.054 -4.859
C 1.251 2.822 -0.648
H 1.499 3.299 -3.601
H 2.770 2.139 -4.017
H 3.120 5.119 -4.629
H 2.536 3.950 -5.780
H 4.141 3.860 -5.151
H 1.312 3.858 -0.314
H 1.033 2.189 0.212
H 0.492 2.663 -1.414
O 0.495 1.585 -2.615
S 0.826 0.428 -3.521
O -0.146 -0.625 -3.762
O 1.235 1.052 -4.994
C 1.060 0.252 -6.171
C 1.266 1.175 -7.408
C 2.471 -0.273 -2.986
H 0.056 -0.157 -6.284
H 1.814 -0.519 -6.328
H 2.312 1.359 -7.656
H 0.743 2.125 -7.300
H 0.773 0.760 -8.287
H 2.437 -0.699 -1.983
H 3.199 0.538 -2.979
H 2.799 -0.998 -3.731
O -0.818 4.934 -1.045
S -1.022 3.813 -0.103
O -1.281 2.480 -0.647
O 0.340 3.804 0.880
C 0.486 2.721 1.720
C 1.840 2.612 2.379
C -2.351 4.226 1.121
H 0.122 1.813 1.241
H -0.303 2.903 2.450
H 2.623 2.477 1.632
H 1.914 1.701 2.972
H 2.017 3.498 2.988
H -3.051 4.812 0.526
H -1.798 4.776 1.883
H -2.800 3.297 1.474
O 4.478 -4.847 1.074
S 3.404 -5.543 1.846
O 3.740 -6.335 3.051
O 2.160 -4.544 2.309
C 1.477 -3.703 1.424
C 0.740 -2.675 2.245
C 2.591 -6.711 0.673
H 0.779 -4.241 0.782
H 2.153 -3.160 0.764
H 0.276 -1.870 1.675
H 1.458 -2.107 2.838
H -0.020 -3.067 2.922
H 1.972 -7.401 1.247
H 3.365 -7.316 0.200
H 1.954 -6.163 -0.021
O 4.829 -1.482 -1.426
S 5.409 -1.750 -0.066
O 6.498 -2.693 0.174
O 5.849 -0.226 0.584
C 4.984 0.809 0.512
C 5.692 2.131 0.659
C 4.124 -2.186 1.114
H 4.193 0.741 1.260
H 4.448 0.805 -0.437
H 6.310 2.176 1.556
H 4.975 2.951 0.686
H 6.389 2.300 -0.162
H 3.257 -1.525 1.114
H 4.709 -2.268 2.031
H 3.862 -3.208 0.842
N -3.026 -1.327 2.172
C -4.358 -1.607 2.490
C -4.879 -1.591 3.731
C -4.026 -1.120 4.749
C -2.681 -0.864 4.505
C -2.190 -0.994 3.206
H -5.000 -1.923 1.681
H -5.906 -1.797 3.994
H -4.479 -1.074 5.728
H -1.993 -0.480 5.243
H -1.150 -0.761 3.032
N 2.212 -0.047 1.560
C 0.975 -0.181 2.091
C -0.198 -0.209 1.314
C -0.157 -0.102 -0.052
C 1.047 0.227 -0.623
C 2.228 0.203 0.165
H 0.867 -0.465 3.127
H -1.151 -0.255 1.820
H -1.014 -0.295 -0.681
H 1.174 0.258 -1.695
H 3.217 0.189 -0.269
C -0.200 -3.662 -1.727
C -0.361 -2.386 -0.818
C -1.772 -2.464 -0.067
F -2.039 -3.662 0.479
F -1.812 -1.534 0.928
F 0.592 -2.355 0.122
F -0.262 -1.201 -1.521
O -1.348 -3.850 -2.565
C -1.429 -5.096 -3.246
C -2.585 -4.904 -4.247
F -2.218 -3.965 -5.072
F -2.889 -6.014 -4.939
F -0.261 -5.440 -3.853
F -1.605 -6.139 -2.395
H -0.037 -4.436 -0.977
H 0.677 -3.569 -2.367
H -2.525 -2.264 -0.830
H -3.480 -4.574 -3.718

Forces on atoms 1 to 2 (eV/Å):
O 0.898 8.973 5.091
S -0.212 3.331 5.162

Here are the Mulliken charges for atoms 1 to 6, given in e: -0.725 0.977 -0.614 -0.165 -0.345 -1.433

***

No. 2
Molecular formula: C3H5NS
Method: DFT, the ωB97M-V functional and the def2-TZVPD basis

## Properties
Relative energy (zero: lowest compared OMol25 entry of this formula, charge and spin) = 2.0787 eV
SMILES = S=CN1CC1
Spin multiplicity = 1
Orbital gap = 9.0 eV
HOMO energy = -0.3284 Eh
E_tot = -15514.79365 eV

Positions of all 10 atoms, in Å:
S 3.176 -0.274 -0.241
C 2.018 0.661 0.265
N 0.657 0.204 0.648
C -0.510 0.335 -0.202
C 0.039 -0.999 0.245
H 1.819 1.795 0.142
H -0.317 0.589 -1.270
H -1.377 0.883 0.254
H -0.451 -1.610 1.018
H 0.432 -1.692 -0.682

Forces on atoms 1 to 2 (eV/Å):
S 1.222 -0.499 0.061
C -5.253 1.572 -0.536

Here are the Mulliken charges for atoms 1 to 6, given in e: -0.297 -0.033 -0.182 -0.277 -0.387 0.310

***

No. 3
Molecular formula: C5H11NOS
Method: DFT, the ωB97M-V functional and the def2-TZVPD basis

## Properties
Relative energy (zero: lowest compared OMol25 entry of this formula, charge and spin) = 2.6606 eV
SMILES = C[C@](O)(CN)[C@H]1CS1
Spin multiplicity = 1
Orbital gap = 9.5 eV
HOMO energy = -0.3180 Eh
E_tot = -19734.43485 eV

Positions of all 19 atoms, in Å:
C 1.820 -0.748 1.107
C 0.763 -0.576 0.019
O 0.721 -1.762 -0.734
C 1.255 0.592 -0.920
N 1.271 1.939 -0.208
C -0.644 -0.403 0.619
C -1.309 0.861 0.832
S -2.167 -0.079 -0.326
H 1.973 0.252 1.618
H 1.493 -1.557 1.897
H 2.716 -0.991 0.510
H 0.134 -1.529 -1.561
H 2.302 0.333 -1.373
H 0.337 0.514 -1.656
H 1.074 2.707 -0.833
H 2.137 2.248 0.323
H -0.753 -1.260 1.318
H -0.756 1.773 0.636
H -1.954 0.934 1.711

Forces on atoms 1 to 2 (eV/Å):
C -0.730 -0.261 1.117
C 0.277 1.210 0.055

Here are the Mulliken charges for atoms 1 to 6, given in e: -1.447 0.870 -0.580 -0.668 -0.518 -0.270

***

No. 4
Molecular formula: C12H11O4PPd
Method: DFT, the ωB97M-V functional and the def2-TZVPD basis

## Properties
Charge = +2
Spin multiplicity = 3
Expectation value of S² = 2.03
Orbital gap (alpha / beta) = 7.3 / 5.9 eV
HOMO energy (alpha / beta) = -0.5423 / -0.6460 Eh
E_tot = -33560.00577 eV

Positions of all 29 atoms, in Å:
Pd 0.438 0.206 -2.223
O -0.087 3.165 -2.309
C 0.111 2.048 -2.288
C 2.219 -0.444 -2.299
O 3.282 -0.841 -2.318
C -1.013 -1.010 -2.296
O -1.878 -1.746 -2.308
C 0.436 0.193 -4.206
O 0.436 0.195 -5.342
C 1.921 -0.697 1.526
P 0.886 -0.559 0.024
C 0.868 -2.385 -0.263
C -0.435 0.341 0.884
C -1.396 -0.379 1.577
C -2.325 0.290 2.347
C -2.299 1.679 2.441
C -1.329 2.402 1.754
C -0.386 1.751 0.982
H 2.822 -1.222 1.281
H 1.341 -1.270 2.288
H 2.130 0.290 1.910
H 0.817 -2.892 0.692
H 0.040 -2.708 -0.874
H 1.818 -2.666 -0.762
H -1.400 -1.475 1.521
H -3.082 -0.283 2.901
H -3.035 2.202 3.066
H -1.299 3.497 1.835
H 0.398 2.318 0.461

Forces on atoms 1 to 2 (eV/Å):
Pd -0.026 -0.253 0.041
O 0.246 -1.467 -0.219

Here are the Mulliken charges for atoms 1 to 6, given in e: -0.300 -0.145 0.222 0.419 -0.150 0.301

***

No. 5
Molecular formula: C13H23Cl3NO4P2Tc
Method: DFT, the ωB97M-V functional and the def2-TZVPD basis

## Properties
Charge = +3
Spin multiplicity = 4
Expectation value of S² = 3.81
Orbital gap (alpha / beta) = 5.2 / 3.5 eV
HOMO energy (alpha / beta) = -0.6800 / -0.6799 Eh
E_tot = -81845.55630 eV

Positions of all 47 atoms, in Å:
Tc -0.037 -0.176 1.009
P -2.153 -0.198 0.282
C -2.058 0.193 -1.476
C -0.860 0.871 -1.837
N 0.193 0.825 -0.964
C 1.451 1.147 -1.394
C 1.610 1.845 -2.596
C 0.502 2.080 -3.405
C -0.741 1.610 -3.013
C 2.604 0.680 -0.573
P 2.049 -0.773 0.479
H -1.631 1.714 -3.625
H 2.609 2.123 -2.884
H 0.618 2.611 -4.370
H 3.457 0.393 -1.176
H 2.954 1.473 0.090
H -2.009 -0.788 -1.975
H -2.981 0.537 -1.882
H -1.191 -2.534 -1.890
O -1.422 -2.210 -2.710
H -2.212 -2.620 -3.067
H -0.040 -2.048 0.041
O -0.354 -2.837 -0.525
H -0.235 -3.834 -0.562
C 2.570 -2.173 -0.537
H 3.485 -1.942 -1.097
H 2.759 -3.014 0.132
H 1.758 -2.434 -1.228
C 3.202 -0.767 1.828
H 3.169 -1.758 2.313
H 4.243 -0.587 1.502
H 2.942 -0.009 2.593
C -3.145 1.118 1.044
H -4.127 1.200 0.551
H -3.330 0.891 2.104
H -2.617 2.085 1.009
C -3.166 -1.687 0.500
H -3.421 -1.786 1.564
H -4.090 -1.584 -0.085
H -2.565 -2.547 0.177
Cl 0.658 1.926 5.719
C 0.369 2.581 4.107
Cl -1.199 3.432 4.033
Cl 1.734 3.595 3.574
C 0.254 1.400 3.051
O 0.262 0.172 3.332
O 0.130 1.801 1.836

Forces on atoms 1 to 2 (eV/Å):
Tc 0.592 5.002 3.527
P -3.562 0.047 -1.186

Here are the Mulliken charges for atoms 1 to 6, given in e: -0.799 1.151 -1.020 0.673 0.607 0.304

***

No. 6
Molecular formula: C8H12F24Na4O6P4
Method: DFT, the ωB97M-V functional and the def2-TZVPD basis

## Properties
Spin multiplicity = 1
Orbital gap = 5.3 eV
HOMO energy = -0.3618 Eh
E_tot = -140837.34499 eV

Positions of all 58 atoms, in Å:
Na -11.236 11.694 14.508
Na -5.683 9.378 18.691
Na -9.611 17.276 14.801
Na -2.292 14.554 15.178
P -6.826 12.350 15.265
F -6.167 10.865 15.395
F -7.630 12.057 13.832
F -7.967 11.777 16.133
F -7.777 13.703 15.071
F -6.099 12.748 16.702
F -5.434 12.951 14.564
P -1.495 10.023 17.585
F -2.633 8.873 17.411
F -2.003 10.680 16.188
F -2.446 10.802 18.520
F -0.391 11.226 17.808
F -1.050 9.232 18.934
F -0.366 9.062 16.879
P -9.547 7.562 19.539
F -9.569 7.708 17.858
F -11.044 8.198 19.801
F -10.092 6.042 19.351
F -9.325 7.234 21.131
F -8.090 6.864 19.357
F -8.884 9.054 19.812
P -2.249 16.704 20.167
F -1.940 15.429 21.157
F -3.850 16.641 20.799
F -2.001 17.643 21.487
F -2.562 17.924 19.257
F -0.765 16.820 19.587
F -2.808 15.785 18.847
C -6.500 8.046 10.472
C -6.257 8.880 9.263
C -5.176 8.342 8.334
O -5.657 8.752 7.075
C -7.014 8.863 7.200
O -7.766 8.798 6.233
O -7.476 8.809 8.454
H -5.632 8.069 11.132
H -6.807 7.011 10.324
H -7.227 8.598 11.068
H -6.207 9.942 9.502
H -5.100 7.257 8.405
H -4.212 8.840 8.439
C -13.816 16.470 8.439
C -14.137 16.537 9.958
C -15.092 15.482 10.452
O -14.185 14.391 10.772
C -13.004 14.890 10.911
O -12.068 14.140 11.195
O -12.956 16.176 10.674
H -13.127 17.241 8.094
H -14.703 16.558 7.811
H -13.461 15.470 8.189
H -14.565 17.467 10.331
H -15.818 15.179 9.698
H -15.682 15.721 11.337

Forces on atoms 1 to 2 (eV/Å):
Na 0.511 -0.240 0.022
Na 0.105 -0.099 -0.090

Here are the Mulliken charges for atoms 1 to 6, given in e: 0.984 0.976 0.997 0.990 1.170 -0.338

***

No. 7
Molecular formula: C4H11IN3
Method: DFT, the ωB97M-V functional and the def2-TZVPD basis

## Properties
Charge = +1
Relative energy (zero: lowest compared OMol25 entry of this formula, charge and spin) = 1.7037 eV
Spin multiplicity = 1
Orbital gap = 9.0 eV
HOMO energy = -0.4503 Eh
E_tot = -16888.88059 eV

Positions of all 19 atoms, in Å:
C 2.233 0.458 1.650
C -1.025 -1.669 -1.014
C 2.349 0.067 0.400
C -0.436 1.740 -0.173
N -0.850 -0.583 -0.315
N -1.723 -2.703 -0.584
N 0.039 0.438 -0.604
I 2.326 -1.973 -0.181
H 2.317 1.502 1.903
H 2.049 -0.222 2.464
H -0.592 -1.721 -2.006
H 2.601 0.725 -0.412
H -0.602 1.724 0.904
H 0.343 2.466 -0.384
H -1.358 2.050 -0.673
H -1.208 -0.524 0.636
H -1.829 -3.528 -1.152
H -2.109 -2.731 0.348
H 0.289 0.429 -1.591

Forces on atoms 1 to 2 (eV/Å):
C 0.012 -0.187 0.152
C 0.096 0.327 0.075

Here are the Mulliken charges for atoms 1 to 6, given in e: -0.687 0.128 -0.311 -0.991 -0.165 -0.315

***

No. 8
Molecular formula: C24H41N2O3PtS3
Method: DFT, the ωB97M-V functional and the def2-TZVPD basis

## Properties
Charge = +3
Relative energy (zero: lowest compared OMol25 entry of this formula, charge and spin) = 0.4120 eV
Spin multiplicity = 1
Orbital gap = 8.4 eV
HOMO energy = -0.5997 Eh
E_tot = -70402.51549 eV

Positions of all 74 atoms, in Å:
Pt 0.271 1.245 -0.781
O 0.293 -0.089 0.750
S -0.309 -1.499 1.045
C 1.037 -2.156 2.056
C 1.593 -1.130 3.054
C 3.014 -0.657 2.730
C 3.169 0.073 1.398
S 2.797 1.865 1.329
O 1.998 2.027 -0.004
C 1.757 2.240 2.709
C 0.401 2.494 2.592
C -0.312 2.844 3.730
C 0.329 2.935 4.958
C 1.696 2.709 5.055
C 2.425 2.381 3.923
C -1.576 -1.244 2.259
C -2.112 0.018 2.449
C -3.149 0.168 3.360
C -3.635 -0.931 4.051
C -3.098 -2.194 3.832
C -2.066 -2.363 2.925
H 1.776 -2.497 1.327
H 0.633 -3.044 2.544
H 1.596 -1.585 4.044
H 0.926 -0.268 3.117
H 3.687 -1.517 2.691
H 3.377 -0.044 3.555
H 2.526 -0.341 0.623
H 4.198 0.028 1.044
H -0.093 2.445 1.630
H -1.369 3.060 3.657
H -0.232 3.213 5.839
H 2.200 2.817 6.005
H 3.500 2.260 3.986
H -1.718 0.867 1.908
H -3.580 1.146 3.528
H -4.443 -0.808 4.758
H -3.486 -3.051 4.366
H -1.666 -3.353 2.742
N 0.118 4.175 -5.554
C 0.257 4.235 -4.054
C 0.277 2.838 -3.429
N 0.374 2.934 -1.958
H 0.111 5.120 -5.954
H -0.755 3.722 -5.843
H 0.892 3.670 -5.995
H -0.585 4.824 -3.691
H 1.178 4.783 -3.852
H 1.133 2.261 -3.783
H -0.626 2.275 -3.669
H -0.378 3.533 -1.613
H 1.250 3.378 -1.671
C -3.301 -2.797 -1.304
C -2.592 -3.136 -2.608
C -1.954 -1.916 -3.267
S -0.543 -1.318 -2.308
O -0.789 0.227 -2.230
C 0.796 -1.507 -3.488
C 1.170 -2.977 -3.670
C 1.666 -3.641 -2.390
H -3.646 -3.700 -0.804
H -4.170 -2.164 -1.486
H -2.641 -2.267 -0.612
H -3.303 -3.548 -3.327
H -1.839 -3.914 -2.456
H -2.634 -1.063 -3.296
H -1.601 -2.122 -4.278
H 1.626 -0.939 -3.060
H 0.474 -1.036 -4.419
H 1.950 -3.010 -4.433
H 0.326 -3.531 -4.088
H 2.473 -3.061 -1.938
H 2.057 -4.634 -2.603
H 0.868 -3.758 -1.653

Forces on atoms 1 to 2 (eV/Å):
Pt 1.072 -0.807 -0.309
O -0.396 -0.174 -0.107

Here are the Mulliken charges for atoms 1 to 6, given in e: 0.875 -0.036 0.559 -1.242 0.298 -1.274

***

Q: Look up the spin multiplicity of the seventh one.
A: 1